Record 1
Entry from the OMol25 dataset: C8H21BBrSi as an isolated structure in a non-equilibrium geometry (ωB97M-V with the def2-TZVPD basis set).

The geometry in XYZ format:
```
32
Properties=species:S:1:pos:R:3:forces:R:3:nbo_charge:R:1
C 3.76379 0.08050 0.69074 0.16 -0.79 -0.20 -0.634
C 2.71151 -0.46905 -0.38941 -0.05 0.03 -0.54 -0.409
C 1.75424 0.66758 -0.99976 0.44 0.64 1.16 -0.402
C 1.07156 1.55692 0.17210 1.02 0.86 -0.09 -0.407
C -0.21129 2.36503 -0.31692 0.33 -0.18 -0.55 -0.787
B -1.53898 1.47724 -0.58294 1.16 1.40 -0.16 0.228
Si -1.87215 -0.35481 -0.01289 -0.95 -1.73 1.16 1.282
C -1.14695 -0.82530 1.69831 0.31 0.60 0.79 -1.160
C -3.80706 -0.51233 0.17661 -0.37 -0.55 0.14 -1.089
C -1.35276 -1.60390 -1.39701 0.27 0.24 -0.38 -1.101
H 3.73235 1.20023 0.85591 -0.13 -1.37 -0.15 0.206
H 4.81794 -0.18281 0.32928 -1.38 0.40 0.64 0.199
H 3.57889 -0.48499 1.66556 0.39 1.06 -1.15 0.219
H 2.11474 -1.33490 0.06018 0.63 1.32 -0.60 0.231
H 3.31901 -0.91638 -1.24785 -0.92 0.52 1.02 0.193
H 0.95776 0.26656 -1.69839 1.06 0.27 0.79 0.214
H 2.44237 1.40343 -1.55446 -1.12 -1.11 0.40 0.185
H 0.92506 0.95631 1.12624 -0.18 0.63 -1.33 0.225
H 1.87058 2.34570 0.43120 -1.10 -1.11 -0.17 0.181
H -0.47270 3.25907 0.36097 0.41 -1.27 -0.80 0.240
H 0.06949 2.84428 -1.32868 -0.38 -0.47 1.32 0.218
H -2.40534 2.00237 -1.22818 -0.03 0.21 0.01 -0.094
H -0.02895 -1.03388 1.53774 -1.55 0.23 0.48 0.224
H -1.61499 -1.87303 2.05329 0.81 3.17 -0.45 0.291
H -1.24561 -0.01564 2.49954 0.07 -0.60 -1.05 0.198
H -4.37543 0.22282 -0.47526 0.55 -0.84 0.82 0.212
H -4.10391 -0.39898 1.27958 0.29 -0.08 -1.61 0.227
H -4.07047 -1.58033 -0.15130 0.19 1.47 0.55 0.236
H -0.77390 -1.04922 -2.21733 -0.79 -0.99 0.91 0.201
H -0.71627 -2.40259 -0.88427 -0.91 0.98 -0.93 0.294
H -2.31205 -2.05409 -1.82379 1.43 0.46 0.46 0.233
Br -1.08049 -3.55581 1.37116 0.34 -3.40 -0.50 -0.855
```
Forces are in eV/Å.

Computed properties:
charge: -1
HOMO-LUMO gap: 6.2 eV
HOMO level: -0.12118 Ha

***

Record 2
Entry from the OMol25 dataset: a 3-piece molecular cluster, C8H21BrIN2O2P overall in a non-equilibrium geometry (ωB97M-V with the def2-TZVPD basis set).

The geometry in XYZ format:
```
36
Properties=species:S:1:pos:R:3:forces:R:3:nbo_charge:R:1
C -0.55307 -1.54933 -3.82280 1.16 -0.51 0.22 -0.685
C -1.93312 -2.24274 -3.26847 1.89 -1.09 0.18 -0.721
P -3.55057 -1.43006 -3.87365 -0.18 0.08 1.17 0.688
Br -2.63513 0.64144 -4.06346 0.22 1.29 -0.16 -0.367
I -4.85561 -3.53975 -3.65807 -0.67 -1.10 0.05 -0.326
H 0.29479 -2.38451 -3.72220 -1.88 1.64 -0.19 0.219
H -0.57964 -1.26220 -4.97123 -0.18 -0.58 2.49 0.217
H -0.16037 -0.65098 -3.14116 -1.20 -2.06 -1.82 0.301
H -1.92272 -3.39111 -3.57723 -0.38 2.60 0.55 0.262
H -1.90657 -2.23938 -2.07535 -0.44 0.22 -2.59 0.271
H -4.45045 -0.87915 -2.85474 0.94 -0.53 -1.14 0.056
H -4.01288 -1.33758 -5.23699 0.57 -0.13 0.99 0.060
C 0.12566 3.36029 -0.45674 -0.27 0.06 -0.24 -0.412
N 0.18852 2.14133 -1.22686 0.43 -0.72 -0.05 -0.616
C 1.05770 1.09861 -1.09028 -0.14 0.04 -0.32 0.693
C 2.10218 1.18456 -0.01267 0.00 -0.16 -0.15 -0.745
O 0.96956 0.12774 -1.83844 0.16 0.22 0.37 -0.666
H -0.86386 3.41971 0.00274 0.13 0.25 0.16 0.196
H 0.25358 4.20108 -1.14269 0.01 0.17 0.25 0.195
H 0.89114 3.40334 0.31947 -0.14 -0.14 -0.16 0.224
H -0.48375 2.00832 -1.97350 0.10 0.04 0.15 0.405
H 2.71748 0.28102 -0.02861 -0.19 0.14 -0.16 0.233
H 2.75079 2.04739 -0.18756 -0.09 0.00 0.19 0.224
H 1.62367 1.25928 0.96780 0.26 0.21 -0.32 0.277
C 2.08446 -1.19321 5.24658 0.41 0.08 0.08 -0.412
N 2.21152 -0.06598 4.35434 -0.48 0.43 -0.55 -0.611
C 1.25905 0.48641 3.54869 0.59 0.41 -0.02 0.684
C -0.11509 -0.12291 3.55718 -0.22 0.02 -0.11 -0.723
O 1.54008 1.45402 2.84523 -0.25 -0.26 0.66 -0.650
H 2.32875 -0.85483 6.25635 -0.12 -0.29 0.08 0.200
H 2.80726 -1.95230 4.93809 -0.17 -0.18 0.21 0.201
H 1.08077 -1.62081 5.23830 0.19 0.16 -0.07 0.214
H 3.10932 0.40007 4.29218 -0.22 -0.12 0.03 0.404
H -0.76114 0.42537 2.86635 0.26 -0.05 0.13 0.247
H -0.06482 -1.16506 3.22984 -0.10 0.04 0.18 0.232
H -0.54748 -0.05811 4.55953 0.00 -0.19 -0.10 0.231
```
Forces are in eV/Å.

Computed properties:
structure (SMILES): CC[PH2](Br)I.CNC(C)=O.CNC(C)=O
HOMO-LUMO gap: 9.4 eV
HOMO level: -0.33001 Ha

***

> Which of these has the highest HOMO-LUMO gap?

C8H21BrIN2O2P